*w*
DFT (ωB97M-V with the def2-TZVPD basis set) results for H16O8Sr as an isolated structure.

```
25
Properties=species:S:1:pos:R:3
Sr -0.047 -0.014 -0.014
O -1.763 0.586 -1.771
H -2.712 0.678 -1.851
H -1.446 0.578 -2.674
O 2.126 0.746 1.056
H 2.711 0.778 0.299
H 2.693 0.920 1.806
O 0.723 -1.863 1.518
H 1.618 -2.090 1.771
H 0.194 -2.602 1.818
O 1.370 0.979 -1.844
H 0.872 1.151 -2.643
H 2.129 1.560 -1.904
O -0.745 0.714 2.383
H -0.171 0.794 3.145
H -1.631 0.721 2.747
O -0.164 2.444 0.112
H -0.730 3.070 -0.339
H 0.418 2.987 0.644
O 0.398 -1.712 -1.699
H 0.740 -1.718 -2.593
H 0.027 -2.587 -1.579
O -2.018 -1.713 0.430
H -1.899 -2.216 1.235
H -2.692 -2.190 -0.055
```

- net charge = +2
- lowest unoccupied orbital energy (eV) = -6.3
- M (g/mol) = 231.74
- HOMO (eV) = -18.54
- gap between HOMO and LUMO (eV) = 12.28

***

*x*
DFT (ωB97M-V with the def2-TZVPD basis set) results for H16O8Sr as an isolated structure.

```
25
Properties=species:S:1:pos:R:3
Sr -0.025 -0.162 -0.011
O 0.708 2.308 -0.057
H 0.406 3.183 0.186
H 1.605 2.440 -0.362
O -0.996 0.739 2.301
H -1.831 0.545 2.727
H -0.650 1.491 2.782
O -2.072 1.606 -0.545
H -2.656 1.660 -1.301
H -1.709 2.488 -0.459
O 1.897 0.036 1.474
H 2.183 -0.625 2.105
H 2.412 0.813 1.693
O 1.717 0.191 -1.805
H 2.666 0.125 -1.695
H 1.603 0.547 -2.686
O -1.376 -0.916 -1.937
H -1.015 -0.938 -2.823
H -2.324 -0.958 -2.063
O 1.267 -2.486 -0.595
H 1.069 -3.384 -0.328
H 2.203 -2.495 -0.792
O -1.583 -1.819 1.119
H -1.976 -1.616 1.968
H -1.524 -2.774 1.103
```

- net charge = +2
- lowest unoccupied orbital energy (eV) = -6.3
- M (g/mol) = 231.74
- HOMO (eV) = -18.64
- gap between HOMO and LUMO (eV) = 12.38

***

Name the least stable of them. *w*.

***

*w*
DFT (ωB97M-V with the def2-TZVPD basis set) results for C3H6Cl6 as an isolated structure.

```
15
Properties=species:S:1:pos:R:3
C 13.374 4.619 -22.029
Cl 12.541 4.667 -23.546
Cl 12.690 3.519 -20.869
H 14.367 4.241 -22.272
H 13.482 5.592 -21.550
C 9.464 0.731 -20.073
Cl 7.948 0.112 -20.535
Cl 10.324 1.449 -21.423
H 9.384 1.344 -19.176
H 9.995 -0.169 -19.763
C 9.867 3.704 -22.051
Cl 8.978 5.232 -21.792
Cl 10.125 3.393 -23.780
H 10.886 3.723 -21.664
H 9.316 2.923 -21.526
```

- lowest unoccupied orbital energy (eV) = 0.5
- M (g/mol) = 254.80
- HOMO (eV) = -9.70
- gap between HOMO and LUMO (eV) = 10.17

***

*x*
DFT (ωB97M-V with the def2-TZVPD basis set) results for a 3-piece molecular cluster, C3H6Cl6 overall.

```
15
Properties=species:S:1:pos:R:3
C 0.402 -0.198 -0.842
Cl -1.299 0.397 -0.606
Cl 0.308 -1.859 -1.343
H 0.912 0.456 -1.548
H 1.039 -0.350 0.030
C -7.144 1.806 1.283
Cl -7.040 0.030 1.001
Cl -8.799 2.386 0.590
H -7.163 2.113 2.329
H -6.292 2.294 0.810
C 7.058 -1.371 -0.219
Cl 7.420 -2.424 -1.606
Cl 5.901 -0.102 -0.457
H 6.697 -2.188 0.405
H 8.001 -0.990 0.172
```

- lowest unoccupied orbital energy (eV) = 0.5
- SMILES = ClCCl.ClCCl.ClCCl
- M (g/mol) = 254.80
- HOMO (eV) = -10.99
- gap between HOMO and LUMO (eV) = 11.49

***

Name the least stable of them. *w*.